(1)
Molecular formula: C19H24N4O3S2
Method: DFT, ωB97M-V/def2-TZVPD

```
52
Properties=species:S:1:pos:R:3:forces:R:3:mulliken_charge:R:1
C 5.721 2.527 0.489 -0.24 -0.24 -0.23 -1.1284
C 4.971 2.056 -0.753 0.33 0.33 0.02 -0.5143
O 4.034 1.036 -0.476 -0.15 -0.47 0.12 -0.3371
C 4.465 -0.213 -0.097 -0.14 -0.05 0.03 0.9601
C 5.755 -0.674 -0.319 0.04 0.13 -0.08 -0.7646
C 6.124 -1.968 0.004 0.03 -0.02 0.01 -0.8496
C 5.197 -2.822 0.569 0.03 -0.08 -0.06 -0.7396
C 3.916 -2.370 0.814 0.11 0.07 -0.07 -0.4042
C 3.512 -1.074 0.493 0.33 0.00 0.06 0.4673
N 2.206 -0.708 0.810 -0.13 0.04 0.00 0.1424
C 1.104 -1.520 0.366 -0.21 -0.06 -0.36 -1.0907
C 0.414 -0.891 -0.866 0.13 -0.57 0.10 -0.6328
N -0.029 0.446 -0.536 -0.36 -0.08 -0.07 0.0149
C -1.304 0.773 -0.223 -0.02 0.34 -0.09 0.3600
S -1.680 2.118 0.662 -0.16 0.42 0.32 -0.3636
N -2.272 -0.033 -0.781 0.65 -0.34 -0.44 0.0115
C -3.628 -0.085 -0.490 -0.61 -0.01 0.17 0.7449
C -4.138 0.201 0.777 -0.03 -0.06 0.00 -0.1694
C -5.494 0.089 1.014 0.06 -0.04 0.03 -1.0655
C -6.337 -0.317 -0.001 -0.55 -0.20 0.07 0.3135
S -8.085 -0.418 0.298 -0.33 0.61 -0.11 1.2478
N -8.563 1.154 -0.084 0.27 -0.70 0.15 -0.5171
O -8.327 -0.633 1.695 0.32 0.25 -0.03 -0.6619
O -8.689 -1.296 -0.663 0.25 0.20 -0.20 -0.6715
C -5.849 -0.628 -1.254 -0.05 -0.08 -0.03 -0.5604
C -4.496 -0.516 -1.499 0.14 0.12 0.17 -0.9316
C 1.078 1.280 -0.118 0.41 0.39 0.27 -1.0747
C 1.791 0.646 1.084 -0.13 0.37 -0.08 -0.7372
H 5.016 2.892 1.233 -0.04 0.05 0.08 0.3037
H 6.398 3.333 0.223 0.09 0.09 0.00 0.4088
H 6.294 1.713 0.927 0.08 0.00 0.06 0.3491
H 4.361 2.872 -1.151 0.14 -0.10 -0.03 0.4064
H 5.673 1.742 -1.536 -0.12 0.03 0.03 0.3493
H 6.488 -0.027 -0.774 0.03 0.11 -0.03 0.2969
H 7.133 -2.298 -0.189 0.09 -0.02 -0.01 0.3914
H 5.472 -3.832 0.833 0.02 -0.09 0.03 0.3749
H 3.205 -3.028 1.291 -0.08 -0.02 0.08 0.5215
H 1.451 -2.519 0.104 -0.04 0.02 0.05 0.5568
H 0.364 -1.598 1.173 -0.01 -0.08 -0.07 0.3208
H -0.415 -1.530 -1.169 0.06 0.07 -0.02 0.4390
H 1.136 -0.824 -1.687 -0.07 -0.07 0.01 0.2153
H -2.029 -0.456 -1.668 0.03 0.03 0.21 0.3320
H -3.474 0.512 1.567 -0.03 -0.03 0.01 0.4607
H -5.910 0.296 1.986 0.05 0.04 0.17 0.4164
H -9.261 1.164 -0.809 -0.13 -0.13 -0.19 0.2647
H -8.870 1.660 0.730 -0.02 0.03 0.25 0.2665
H -6.537 -0.961 -2.014 0.00 -0.06 -0.16 0.4434
H -4.100 -0.760 -2.475 0.02 -0.01 -0.10 0.3220
H 0.698 2.267 0.145 0.07 -0.13 -0.09 0.3452
H 1.778 1.362 -0.953 -0.06 -0.04 0.05 0.4358
H 2.649 1.247 1.373 -0.08 -0.01 0.05 0.4446
H 1.086 0.613 1.924 0.02 0.08 -0.03 0.2868
```
Forces are in eV/Å.

Values from the calculation:
Relative energy (zero: lowest compared OMol25 entry of this formula, charge and spin) in kcal per mole: 49.47
Structure (SMILES): CCOc1ccccc1N1CCN(C(=S)Nc2ccc(S(N)(=O)=O)cc2)CC1
Net charge: 0


(2)
Molecular formula: C24H23FO4S
Method: DFT, ωB97M-V/def2-TZVPD

```
53
Properties=species:S:1:pos:R:3:forces:R:3:mulliken_charge:R:1
C 4.581 -0.283 2.180 0.15 -0.06 0.82 -1.0022
C 3.972 -1.502 1.510 -0.14 -0.22 -0.08 -0.3946
O 2.660 -1.038 1.064 -0.19 -0.07 -0.02 -0.0440
C 1.904 -1.943 0.447 1.10 -0.76 0.94 -0.4020
O 2.278 -3.077 0.296 -0.77 0.09 -0.69 -0.6136
C 0.525 -1.372 0.119 0.98 1.15 1.58 1.4019
F -0.240 -2.365 -0.421 0.43 0.91 0.00 -0.3283
C 0.771 -0.096 -0.949 -0.46 -3.07 -1.02 0.5130
C 1.875 0.906 -0.877 2.29 1.39 0.52 0.3031
C 3.226 0.538 -1.154 0.09 0.42 0.31 -0.0601
C 4.313 1.399 -0.908 -0.73 0.52 -0.08 -0.8777
C 4.069 2.690 -0.383 0.50 -0.58 0.12 -0.3516
C 2.775 3.132 -0.194 -0.55 -0.19 -0.55 -0.9667
C 1.718 2.285 -0.567 -0.53 -0.30 0.68 -0.0912
C -0.496 0.493 -1.492 -1.88 0.35 -0.71 -1.1857
C -1.099 0.037 -2.703 -0.10 0.28 0.55 -0.0273
C -2.384 0.456 -3.112 0.82 0.34 0.56 -0.8800
C -3.109 1.378 -2.335 0.13 -0.55 0.37 1.0691
C -4.528 1.757 -2.689 0.04 0.26 0.00 -1.3571
C -2.530 1.848 -1.151 0.89 0.24 0.03 -1.3852
C -1.216 1.481 -0.779 -0.38 -0.35 -0.05 0.2003
S -0.118 -0.958 1.916 -3.05 2.51 -0.50 1.5354
O 0.093 -1.898 2.977 2.29 -0.21 -0.03 -0.7145
O 0.191 0.480 2.032 -0.05 -2.20 0.01 -0.6198
C -1.926 -1.230 1.792 0.13 -0.95 -1.50 -0.0423
C -2.573 -1.154 0.557 -0.53 0.60 0.37 0.1664
C -3.933 -1.488 0.479 -0.13 0.10 0.06 -0.7842
C -4.593 -2.070 1.564 0.15 0.13 -0.11 -0.4236
C -3.881 -2.329 2.735 -0.07 0.40 -0.44 -0.6509
C -2.561 -1.911 2.830 -0.04 -0.04 0.44 -0.4442
H 5.679 -0.292 2.207 -0.28 -0.29 -0.11 0.3342
H 4.287 0.663 1.696 -0.08 -0.56 0.22 0.2081
H 4.237 -0.318 3.225 0.11 0.54 -0.31 0.3171
H 4.558 -1.854 0.645 -0.41 0.13 0.19 0.2949
H 3.799 -2.374 2.194 0.31 0.84 -0.57 0.3832
H 1.132 -0.983 -1.576 -0.32 1.81 -0.84 0.6062
H 3.454 -0.445 -1.567 -0.18 0.04 0.21 0.4628
H 5.349 1.096 -1.122 -0.68 0.02 0.10 0.3669
H 4.885 3.351 -0.102 0.07 -0.22 -0.15 0.3781
H 2.542 4.142 0.214 0.28 -0.90 -0.55 0.3859
H 0.738 2.757 -0.543 0.26 -0.42 0.16 0.5040
H -0.538 -0.648 -3.337 -0.17 -0.04 0.19 0.3883
H -2.814 0.084 -4.044 0.20 0.05 0.25 0.3879
H -4.837 2.629 -2.085 -0.07 -0.55 -0.14 0.3605
H -4.612 2.078 -3.738 0.01 -0.31 0.24 0.3771
H -5.198 0.892 -2.510 0.17 0.60 -0.12 0.2341
H -3.091 2.535 -0.493 0.37 -0.36 -0.51 0.2439
H -0.761 1.929 0.113 -0.59 -0.53 -0.22 0.3904
H -2.042 -0.798 -0.323 -0.42 -0.02 0.28 0.1854
H -4.500 -1.248 -0.423 0.32 -0.31 0.12 0.4155
H -5.650 -2.344 1.503 0.38 0.13 -0.10 0.3664
H -4.365 -2.835 3.565 0.18 0.05 -0.08 0.3916
H -2.017 -2.183 3.716 0.18 0.21 0.17 0.4753
```
Forces are in eV/Å.

Values from the calculation:
E_tot in a.u.: -1727.26413
Structure (SMILES): CCOC(=O)[C@](F)([C@H](c1ccccc1)c1ccc(C)cc1)S(=O)(=O)c1ccccc1
Net charge: 0


(3)
Molecular formula: C4H8O2
Method: DFT, ωB97M-V/def2-TZVPD

```
14
Properties=species:S:1:pos:R:3:forces:R:3:mulliken_charge:R:1
C 1.163 -0.662 -0.175 1.80 0.68 -0.77 -0.8891
C -0.039 -0.362 0.663 0.19 0.98 -1.93 0.1893
C -1.322 -0.832 -0.071 -0.16 -1.78 1.18 -0.4455
C -0.579 1.003 0.122 0.51 1.81 3.43 -0.3578
H 2.616 0.549 0.662 -0.72 -0.49 -0.82 0.2947
H 0.881 -0.585 -1.231 -0.19 -0.70 0.17 0.3315
H 1.692 -1.596 0.026 -0.33 -0.23 0.01 0.3705
H 0.155 -0.495 1.715 -0.44 0.03 0.33 0.3965
H -1.019 -1.375 -0.963 -0.39 -0.34 -0.22 0.2433
H -2.094 -1.361 0.498 0.26 -0.29 -0.09 0.2777
H -0.897 1.648 1.001 1.01 0.11 -1.13 0.2576
H 0.027 1.501 -0.641 -0.03 0.06 0.34 0.2473
O 2.164 0.397 -0.200 0.34 0.15 1.26 -0.5417
O -1.752 0.457 -0.337 -1.83 0.00 -1.76 -0.3742
```
Forces are in eV/Å.

Values from the calculation:
Relative energy (zero: lowest compared OMol25 entry of this formula, charge and spin) in kcal per mole: 65.31
Net charge: 0


(4)
Molecular formula: C4H5NO2
Method: DFT, ωB97M-V/def2-TZVPD

```
12
Properties=species:S:1:pos:R:3:forces:R:3:mulliken_charge:R:1
O -2.072 0.008 1.100 0.18 -0.06 -0.47 -0.4604
C -1.529 -0.390 0.103 -0.36 0.27 0.23 -0.0073
C -0.381 0.334 -0.612 -0.10 0.11 0.10 0.1511
C 0.532 1.012 0.406 -0.09 0.21 -0.01 -0.5350
N 1.382 -0.105 0.849 -0.05 -0.34 -0.28 -0.4528
C 1.262 -0.984 -0.052 0.31 0.04 0.23 0.0099
O 0.436 -0.739 -1.112 0.03 -0.11 0.04 -0.4054
H -1.783 -1.367 -0.358 -0.05 0.08 0.04 0.3323
H -0.723 0.951 -1.451 0.02 -0.16 0.22 0.3685
H 1.169 1.784 -0.035 -0.10 -0.02 -0.01 0.2824
H -0.035 1.449 1.229 0.07 -0.14 -0.05 0.3271
H 1.742 -1.954 -0.069 0.14 0.10 -0.04 0.3898
```
Forces are in eV/Å.

Values from the calculation:
Relative energy (zero: lowest compared OMol25 entry of this formula, charge and spin) in kcal per mole: 31.22
Structure (SMILES): O=C[C@H]1CN=CO1
Net charge: 0


(5)
Molecular formula: C3H10O3
Method: DFT, ωB97M-V/def2-TZVPD

```
16
Properties=species:S:1:pos:R:3:forces:R:3:mulliken_charge:R:1
C -0.226 0.429 0.425 1.61 0.20 -3.13 -0.3455
C -0.284 -0.993 0.336 -0.38 -0.93 1.92 0.0513
C -1.039 -1.791 1.144 0.92 1.06 0.09 -0.6534
O 2.796 0.991 -1.181 -0.68 -0.33 0.12 -0.6988
H -1.146 0.812 1.046 -2.42 1.07 2.35 0.2152
H -0.346 0.782 -0.607 0.19 0.35 0.21 0.2843
H 0.589 1.019 0.869 -0.28 -0.26 0.65 0.3550
H 0.322 -1.442 -0.461 -0.29 0.43 -0.97 0.3969
H -1.691 -1.218 1.795 -0.20 -0.68 0.14 0.2926
H 3.378 1.331 -1.851 0.48 0.25 -0.32 0.2672
H 1.993 0.533 -1.694 0.68 0.40 0.76 0.4330
H 0.972 0.016 -3.125 -0.19 0.15 0.18 0.2301
O 0.779 0.060 -2.175 -0.44 -0.84 -0.36 -0.7581
H -0.960 -2.868 1.152 -0.25 0.04 -0.18 0.2836
H -2.802 1.474 2.461 1.17 0.94 -0.23 0.2597
O -2.337 0.863 1.866 0.05 -1.86 -1.24 -0.6131
```
Forces are in eV/Å.

Values from the calculation:
Relative energy (zero: lowest compared OMol25 entry of this formula, charge and spin) in kcal per mole: 217.48
Net charge: 0


Number 1: F_max 0.0166 Eh/bohr. Number 2: F_max 0.0775 Eh/bohr. Number 3: F_max 0.0761 Eh/bohr. Number 4: F_max 0.0099 Eh/bohr. Number 5: F_max 0.0688 Eh/bohr.